# 1
Computed, not measured: a molecular structure, C14H10CoF7N2O4S2, with wB97M-V/def2-TZVPD.

```
40
Properties=species:S:1:pos:R:3:forces:R:3
Co 0.044 -0.773 0.101 0.0395 -0.0526 -0.1333
N 0.387 1.118 -1.181 -0.0058 -0.0453 0.2293
C 0.111 2.237 -0.368 0.0262 -0.0359 -0.0882
C 1.116 3.164 -0.110 0.0166 0.0479 -0.0133
C 0.877 4.258 0.708 0.0117 -0.0059 -0.0087
C -0.378 4.435 1.270 -0.0203 -0.0615 -0.0333
C -1.369 3.490 1.032 0.0059 0.0596 0.0471
C -1.151 2.372 0.232 -0.0899 -0.0750 0.0050
C -2.206 1.319 0.094 0.1099 0.1326 0.0201
C -3.539 1.708 -0.061 -0.0243 0.0421 -0.0083
C -4.554 0.762 -0.093 0.0498 0.0214 -0.0157
C -4.232 -0.582 0.039 0.0906 -0.0211 0.0206
C -2.900 -0.960 0.184 -0.0747 0.0652 -0.0039
C -1.844 -0.037 0.203 -0.1058 -0.1332 0.0655
H 1.285 1.143 -1.639 0.0302 -0.0112 -0.0525
H -0.353 0.856 -1.816 -0.0391 -0.0130 -0.0439
H 2.096 3.016 -0.554 -0.0626 0.0146 0.0155
H 1.675 4.967 0.903 -0.0489 -0.0383 -0.0111
H -0.578 5.285 1.910 -0.0009 -0.0132 -0.0034
H -2.335 3.597 1.515 0.0531 -0.0169 -0.0291
H -3.784 2.761 -0.166 0.0131 -0.0503 0.0106
H -5.585 1.073 -0.224 0.0320 -0.0071 0.0112
H -5.014 -1.335 0.023 0.0220 0.0299 -0.0032
H -2.673 -2.019 0.282 -0.0199 0.0319 -0.0066
F 4.803 -2.180 -1.218 0.1158 0.0495 -0.1202
C 3.850 -1.256 -1.084 -0.0203 0.0128 0.3596
F 4.411 -0.036 -1.119 0.1325 0.0553 -0.1781
F 3.017 -1.353 -2.091 -0.1335 -0.0350 -0.1842
S 3.142 -1.427 0.618 -0.0679 0.0084 0.5283
O 2.073 -0.440 0.761 0.1726 -0.2003 -0.2374
O 4.315 -1.172 1.398 -0.0942 -0.0109 0.0373
N 2.708 -2.921 0.730 -0.2109 0.1133 -0.1324
S 1.295 -3.542 1.041 -0.0139 0.1946 0.2827
O 0.227 -2.576 1.295 0.3372 -0.1860 -0.1371
O 1.428 -4.587 2.009 -0.0571 0.0914 -0.0579
C 0.843 -4.452 -0.538 0.0292 0.2522 0.1273
F -0.393 -4.156 -0.902 -0.1710 -0.1387 -0.0453
F 1.691 -4.195 -1.516 0.0515 -0.1371 -0.1153
F 0.890 -5.763 -0.277 0.0394 -0.1715 -0.0794
F 0.605 -1.797 -1.387 -0.1178 0.2373 -0.0183
```
Positions in Å, forces in eV/Å.

Computed properties:
LUMO energy (alpha / beta) in hartree: 0.108 / 0.107
2S+1: 4
Molecular weight in g mol⁻¹: 526.297
Net charge: -1
Energy above the lowest of the compared OMol25 structures with the same formula, charge and spin in eV: 0.0813

And the Löwdin charges, in e, turn out to be: 0.713, 0.073, -0.253, -0.037, -0.105, -0.107, -0.044, -0.134, -0.219, -0.070, -0.116, -0.115, -0.123, -0.139, 0.099, 0.108, 0.110, 0.096, 0.091, 0.108, 0.101, 0.089, 0.090, 0.086, 0.133, -0.689, 0.113, 0.151, 0.621, -0.337, -0.269, -0.288, 0.644, -0.345, -0.276, -0.685, 0.133, 0.135, 0.117, -0.459

***

# 2
Computed, not measured: a single C10H10S molecule, with wB97M-V/def2-TZVPD.

```
21
Properties=species:S:1:pos:R:3:forces:R:3
C -1.555 1.548 -3.185 -1.1601 -0.1809 -2.4633
C -1.205 0.372 -2.537 1.5167 -2.7029 0.8957
C -1.868 2.560 -2.367 0.8015 -0.9526 0.9660
C -1.043 0.586 -1.179 -1.1448 -0.1472 -0.0673
C 0.160 -0.206 2.330 -0.5915 -1.4842 2.4804
C 1.422 -0.333 1.453 -2.5290 2.8213 0.5390
C -0.938 -0.545 1.389 1.6202 -1.3838 -3.1437
C 0.859 -0.839 0.208 -0.3326 -1.0258 -2.4604
C -0.365 -1.651 0.392 -1.1180 3.2860 0.8897
C -0.634 -0.262 -0.084 3.4669 -1.0021 1.7676
S -1.569 2.175 -0.758 0.4134 -0.3862 0.6227
H -1.742 1.632 -4.262 0.3506 -0.1164 0.3881
H -0.974 -0.667 -2.988 -0.4544 2.0933 0.6103
H -2.016 3.538 -2.595 -0.8459 2.5435 -0.8561
H 0.141 -0.919 3.287 0.2283 0.9302 -2.1914
H -0.109 0.699 2.813 0.5321 1.5250 0.1605
H 1.891 0.617 1.271 0.2798 0.6443 0.0494
H 2.072 -0.909 1.958 2.5392 -2.3808 1.2950
H -1.952 -0.495 1.579 -1.9427 -0.2807 0.8993
H 1.608 -1.066 -0.587 -1.1313 0.2579 0.2149
H -0.834 -2.501 0.059 -0.4984 -2.0579 -0.5965
```
Positions in Å, forces in eV/Å.

Computed properties:
SMILES: c1csc([C@]23[C@@H]4[C@H]2CC[C@@H]43)c1
LUMO energy in hartree: 0.032
2S+1: 1
Molecular weight in g mol⁻¹: 162.257
Energy above the lowest of the compared OMol25 structures with the same formula, charge and spin in eV: 1.8581

And the Löwdin charges, in e, turn out to be: -0.225, -0.126, -0.446, -0.469, -0.149, -0.151, -0.137, -0.155, -0.035, -0.251, 1.061, 0.113, 0.146, 0.029, 0.152, 0.086, 0.116, 0.072, 0.114, 0.154, 0.100

***

# 3
Computed, not measured: 7 unconnected molecules or ions with the total composition C11H14F18NO19S6, with wB97M-V/def2-TZVPD.

```
69
Properties=species:S:1:pos:R:3:forces:R:3
C 0.421 -0.181 1.566 -0.0228 -0.7261 -0.8884
N -0.004 -0.214 0.106 -0.0909 0.6030 0.7677
C 0.053 1.210 -0.422 1.2438 -0.8293 0.0653
C 0.962 -1.102 -0.655 -0.7939 0.1560 0.0585
C -1.464 -0.674 0.062 0.1712 -0.4336 0.5594
C -1.745 -1.820 1.032 -0.8226 -0.9469 -0.1651
O -0.869 -2.907 0.793 0.2071 -0.2649 0.4400
H 0.505 -1.229 1.846 -0.1379 0.1042 0.3063
H -0.366 0.330 2.113 0.2470 0.1857 0.1685
H 1.409 0.258 1.658 -0.1327 0.3336 -0.1423
H -0.116 1.126 -1.490 -0.6316 0.4697 0.0443
H 1.082 1.553 -0.307 0.0540 -0.1529 0.0178
H -0.556 1.868 0.191 -0.5661 -0.1473 -0.4202
H 1.071 -2.020 -0.088 0.1452 0.0732 -0.0177
H 1.901 -0.575 -0.777 0.0561 -0.0149 0.1044
H 0.508 -1.343 -1.614 0.0465 0.1797 -0.0720
H -1.742 -0.990 -0.938 0.4590 0.0439 -0.1644
H -2.080 0.196 0.303 0.0990 -0.0519 0.1066
H -2.752 -2.219 0.853 -0.2032 0.6426 -0.2909
H -1.788 -1.528 2.086 0.4780 0.2092 -0.0895
H -1.182 -3.714 1.285 0.3031 0.7789 -0.5333
C 5.187 -1.939 -2.014 -0.3036 1.0949 1.4029
F 4.469 -1.195 -2.850 0.2243 -0.1317 -0.5188
F 4.631 -3.160 -1.999 0.0610 -0.1690 0.2070
F 6.445 -2.081 -2.455 0.1109 -0.0557 -0.6541
S 5.269 -1.026 -0.343 0.5745 -1.0454 1.4943
O 6.357 -1.722 0.358 0.0434 0.2351 -0.7711
O 5.556 0.343 -0.710 -0.3606 -0.6924 -0.1301
O 4.005 -1.329 0.321 -0.1623 0.5456 -0.9224
C -2.530 0.321 -3.456 0.2033 0.4371 -2.7288
F -3.504 0.087 -2.583 0.4559 0.2873 0.2105
F -2.134 1.606 -3.474 -0.6382 -0.0269 0.7430
F -1.429 -0.379 -3.155 -0.1526 -0.4479 0.5096
S -3.059 -0.128 -5.239 -0.5968 -0.4133 -0.7011
O -4.266 0.657 -5.547 0.5323 -0.5794 0.8721
O -1.954 0.248 -6.107 0.0448 -0.1764 0.7021
O -3.266 -1.577 -5.104 -0.0698 0.8439 0.0107
C -3.597 -4.783 3.470 1.1879 0.1832 -0.8028
F -2.878 -4.120 4.391 -0.1589 -0.2657 0.3286
F -4.634 -5.375 4.055 -0.2568 -0.1511 0.3768
F -4.066 -3.854 2.636 -0.2380 -0.0351 -0.2281
S -2.515 -6.028 2.568 0.4457 -0.7397 -0.6416
O -3.423 -6.625 1.598 0.1138 0.4046 0.5436
O -1.424 -5.254 1.964 -0.9630 -0.3069 0.8127
O -2.079 -6.933 3.625 -0.2964 0.5047 -0.1102
C 2.563 3.079 3.100 -0.4895 -0.5521 -0.9326
F 2.592 2.617 4.360 0.0889 0.0662 0.0931
F 3.482 2.410 2.395 0.1583 0.1143 0.2222
F 1.366 2.685 2.567 0.4348 0.5865 0.5507
S 2.845 4.923 2.997 -0.8756 1.4904 0.8004
O 4.285 5.052 2.865 -0.2139 -0.2804 0.4268
O 2.087 5.357 1.846 0.1389 -0.4209 -0.0717
O 2.266 5.425 4.264 0.8281 -0.7480 -0.7830
C -3.557 1.502 3.136 -0.4459 0.6153 -2.3227
F -4.613 1.356 3.947 0.0518 0.0463 0.4491
F -2.629 2.259 3.724 -0.2007 -0.1537 0.3084
F -3.042 0.286 2.922 0.2666 -0.3127 0.3590
S -4.101 2.252 1.433 0.5015 0.7669 0.3283
O -2.849 2.612 0.783 -0.1651 -0.6799 0.4155
O -4.852 1.196 0.777 0.1326 0.1791 0.6217
O -4.848 3.420 1.880 -0.3077 -0.4664 0.0397
C 1.951 2.234 -3.378 1.4964 0.4693 -0.7286
F 1.059 1.698 -4.207 -0.1381 -0.0564 -0.0348
F 1.308 3.028 -2.521 -0.1752 -0.1413 0.2947
F 2.555 1.234 -2.721 -0.3312 -0.0931 0.4153
S 3.261 3.241 -4.286 0.1001 0.3879 -0.9548
O 2.409 4.110 -5.086 -0.1108 -0.0579 -0.1659
O 4.013 3.957 -3.280 -0.0969 -0.3521 0.3456
O 4.046 2.287 -5.069 -0.5568 0.0811 0.4637
```
Positions in Å, forces in eV/Å.

Computed properties:
LUMO energy in hartree: 0.302
2S+1: 1
Molecular weight in g mol⁻¹: 998.587
Net charge: -5

And the Löwdin charges, in e, turn out to be: 0.021, -0.293, 0.026, 0.025, -0.072, -0.249, -0.092, 0.096, 0.101, 0.101, 0.086, 0.103, 0.094, 0.089, 0.081, 0.103, 0.114, 0.110, 0.126, 0.099, 0.039, -0.665, 0.121, 0.101, 0.088, 0.460, -0.394, -0.315, -0.358, -0.653, 0.137, 0.111, 0.097, 0.464, -0.392, -0.357, -0.387, -0.673, 0.108, 0.114, 0.122, 0.494, -0.346, -0.329, -0.358, -0.633, 0.093, 0.114, 0.077, 0.448, -0.356, -0.334, -0.397, -0.651, 0.097, 0.120, 0.094, 0.456, -0.337, -0.343, -0.370, -0.672, 0.128, 0.121, 0.105, 0.439, -0.381, -0.345, -0.373

***

# 4
Computed, not measured: a single C5H12N4 molecule, with wB97M-V/def2-TZVPD.

```
21
Properties=species:S:1:pos:R:3:forces:R:3
C 1.129 -0.042 0.088 0.2812 -3.1730 -0.7304
C 1.543 -1.034 -0.998 0.1300 0.3011 -0.2690
C 1.891 1.268 0.003 -0.9147 0.5807 -0.1985
C -0.609 0.207 0.005 2.3848 1.6068 -1.7636
C -0.775 0.196 1.398 -4.5650 3.3689 -0.1983
N -2.698 -1.064 0.138 -0.5669 0.0930 1.2742
N -0.888 0.542 -1.391 2.6240 1.1172 1.5688
N -2.069 0.180 0.537 1.3860 -4.1823 1.0801
N -0.447 0.250 2.581 1.4237 -0.0976 0.9351
H 1.438 -0.525 1.022 -0.6254 0.2329 0.1092
H -3.433 -0.861 -0.540 0.1028 0.2207 0.3347
H -3.126 -1.464 0.972 -0.1664 -0.1615 -0.3624
H -0.589 1.500 -1.564 -1.1630 -0.6183 -1.1996
H -1.616 -0.086 -1.727 0.1159 1.3680 -0.1930
H -1.024 -0.041 3.364 -0.1556 -0.2520 -0.6943
H 1.326 -0.662 -2.005 -0.1380 -0.0351 0.2077
H 2.627 -1.193 -0.963 -0.0805 -0.1519 0.1143
H 1.017 -1.979 -0.850 0.1788 0.0291 -0.0845
H 1.739 1.764 -0.960 -0.0257 -0.0053 0.0177
H 2.969 1.086 0.092 -0.2700 -0.2110 0.0677
H 1.595 1.958 0.797 0.0440 -0.0304 -0.0157
```
Positions in Å, forces in eV/Å.

Computed properties:
SMILES: [H]/N=C1\N(N)[C@]1(N)C(C)C
LUMO energy in hartree: 0.008
2S+1: 1
Molecular weight in g mol⁻¹: 128.179
Energy above the lowest of the compared OMol25 structures with the same formula, charge and spin in eV: 8.0641

And the Löwdin charges, in e, turn out to be: -0.320, -0.110, -0.074, -0.335, -0.338, -0.002, 0.077, 0.006, 0.154, 0.110, 0.069, 0.069, 0.087, 0.079, 0.066, 0.065, 0.073, 0.079, 0.075, 0.089, 0.081

***

# 5
Computed, not measured: 3 unconnected molecules or ions with the total composition C4H7NO3, with wB97M-V/def2-TZVPD.

```
15
Properties=species:S:1:pos:R:3:forces:R:3
C -1.616 1.878 0.244 0.2301 0.5744 0.1473
O -2.286 0.893 0.288 -0.3519 -0.1174 0.0149
C -1.146 -1.437 -0.342 -0.6655 0.0289 -0.0331
N -2.029 -2.020 0.096 -0.1270 -0.2812 0.0827
H -1.110 2.213 -0.674 0.0295 -0.0851 -0.1870
H 1.304 1.396 1.890 0.0874 0.1082 0.0304
H -1.460 2.530 1.121 -0.0992 -0.0285 0.1120
C 1.269 -1.658 -0.491 0.2735 0.1195 -0.0741
C 0.068 -0.845 -0.888 0.9454 -0.1538 -0.1434
O 0.949 0.982 1.100 -0.1518 -0.1594 0.1468
O 0.097 0.145 -1.571 -0.1926 -0.1679 0.1142
H 1.290 1.470 0.349 0.1628 0.1362 -0.1252
H 1.079 -2.724 -0.632 -0.0167 0.0918 -0.0093
H 1.453 -1.482 0.573 -0.0580 -0.0483 -0.1120
H 2.140 -1.340 -1.064 -0.0660 -0.0174 0.0358
```
Positions in Å, forces in eV/Å.

Computed properties:
SMILES: CC(=O)C#N.C=O.O
LUMO energy in hartree: 0.001
2S+1: 1
Molecular weight in g mol⁻¹: 117.104
Energy above the lowest of the compared OMol25 structures with the same formula, charge and spin in eV: 3.0804

And the Löwdin charges, in e, turn out to be: -0.169, -0.006, -0.156, 0.206, 0.078, 0.059, 0.081, -0.016, -0.464, -0.036, 0.097, 0.051, 0.094, 0.089, 0.092

***

# 6
Computed, not measured: 2 unconnected molecules or ions with the total composition C7H18N2OPS2, with wB97M-V/def2-TZVPD.

```
31
Properties=species:S:1:pos:R:3:forces:R:3
C 0.736 1.359 -0.087 -2.3352 -0.2729 0.3627
C -2.458 -2.490 1.889 1.2909 -0.6698 -1.4912
C -1.691 1.481 -0.147 -3.6035 0.5961 -0.8815
C -0.293 3.088 -1.324 -2.3679 1.3606 -1.3378
C 3.423 1.568 0.494 0.3084 -3.9894 -3.5001
C 1.082 -2.438 -2.304 -1.0333 -3.3238 0.3339
C -3.504 -1.788 1.493 -1.3844 0.5490 0.5330
N -0.415 1.909 -0.493 3.5717 1.3918 0.6418
N 0.681 0.285 0.724 0.3741 -0.8068 1.4146
O 1.167 -1.852 1.780 -2.5545 2.2553 0.4965
P 1.517 -1.220 0.367 0.2911 0.6156 -1.6026
S 2.183 2.042 -0.706 0.4265 -0.2194 0.0278
S 0.077 -2.164 -0.801 0.3443 -0.1898 -0.4894
H 1.792 -2.473 1.977 2.5185 -2.8419 1.3195
H -1.976 -2.414 2.876 -0.4974 -0.0473 -0.5179
H -1.960 -3.128 1.111 -0.3582 0.3759 1.1118
H -2.300 2.157 0.573 1.3148 -0.6716 -1.2632
H -2.184 1.495 -1.186 -0.2133 -0.4720 1.8770
H -1.699 0.510 0.299 -0.0425 -0.7133 -0.1335
H -1.316 3.637 -1.497 2.0089 -0.9030 1.0722
H 0.535 3.723 -1.031 -0.4420 0.4114 0.4368
H -0.060 2.797 -2.332 0.2834 -0.4454 -0.6339
H 4.315 1.951 0.031 0.6045 -0.2619 -0.1220
H 3.430 0.431 0.660 0.4256 1.7017 -0.7210
H 3.336 1.957 1.392 -0.9063 2.4167 4.2451
H 1.769 -1.703 -2.484 2.1041 1.7523 0.0356
H 0.376 -2.299 -3.074 -0.9330 -0.1008 -1.0753
H 1.509 -3.502 -2.436 -0.5938 1.7957 0.6274
H -3.997 -1.166 2.257 0.0664 -0.0866 -0.5556
H -4.042 -1.860 0.512 0.9315 -0.0532 0.9365
H -0.033 0.110 1.468 0.4005 0.8466 -1.1472
```
Positions in Å, forces in eV/Å.

Computed properties:
LUMO energy in hartree: -0.124
2S+1: 1
Molecular weight in g mol⁻¹: 241.342
Net charge: +1
Energy above the lowest of the compared OMol25 structures with the same formula, charge and spin in eV: 1.7958

And the Löwdin charges, in e, turn out to be: -0.625, -0.112, -0.047, -0.088, -0.333, -0.444, -0.102, -0.208, -0.168, -0.278, 0.618, 1.048, 0.608, 0.010, 0.061, 0.031, 0.149, 0.139, 0.052, 0.150, 0.052, 0.088, 0.048, 0.029, -0.008, -0.018, 0.002, 0.086, 0.052, 0.072, 0.135